1.
19
Properties=species:S:1:pos:R:3:forces:R:3 method="wB97M-V/def2-TZVPD" charge=-2 orbital_gap_ha=0.170 smiles=CCN[C@H](C[O-])C[S-] e_tot_ha=-725.1555 e_above_lowest_kj_mol=143.5
C -1.504552 1.186043 2.042285 0.124 -1.377 -0.002
C -1.016733 -0.093402 1.299264 -0.485 1.327 -0.754
N 0.122073 0.304695 0.461219 0.298 -0.830 0.439
C 0.758110 -0.633706 -0.470021 1.397 2.052 -1.283
C 2.119726 0.361521 -1.180654 -2.268 -2.249 0.929
O 2.910616 -0.299787 -1.972101 0.767 0.064 -0.384
C 0.057216 -1.110967 -1.741780 -1.022 -1.363 1.638
S -1.538962 -2.108100 -1.364036 0.513 0.005 -0.473
H -2.511018 0.949980 2.392127 -0.308 0.552 -0.132
H -0.914650 1.356533 2.936955 0.365 0.244 0.097
H -1.431279 2.052108 1.385452 -0.372 0.076 0.075
H -0.791309 -0.836888 2.067918 0.419 -0.202 -0.303
H -1.830931 -0.481615 0.662637 0.181 -0.087 0.405
H -0.129727 1.148281 -0.040617 -0.041 -0.074 -0.143
H 1.241898 -1.460801 0.067148 -0.306 0.127 -0.078
H 2.527873 0.751754 -0.229249 0.147 0.551 0.068
H 1.381027 1.040836 -1.677146 0.356 0.817 0.075
H -0.290158 -0.384172 -2.478823 0.538 0.447 0.337
H 0.840781 -1.742313 -2.160577 -0.304 -0.079 -0.511

=====

2.
19
Properties=species:S:1:pos:R:3:forces:R:3 method="wB97M-V/def2-TZVPD" charge=0 orbital_gap_ha=0.355 smiles="CN(C)C(=O)CCS" e_tot_ha=-725.2912 e_above_lowest_kj_mol=88.5
C -0.012796 -0.911688 -2.202916 0.021 -0.436 0.581
N -0.247976 -0.487504 -0.826066 -0.645 0.637 0.247
C -1.502054 -0.934759 -0.230916 -0.182 0.270 -0.869
C 0.351184 0.678631 -0.437618 1.230 -0.615 0.636
O 1.355167 1.081143 -1.010704 -0.361 0.259 -0.525
C -0.021920 1.326042 0.895073 0.153 -0.767 -0.792
C 0.547008 0.448502 2.013758 0.543 0.167 0.290
S 2.360793 0.660391 2.202144 -0.233 -0.122 -0.193
H -0.438602 -0.222626 -2.932391 0.130 0.188 0.004
H -0.510892 -1.870445 -2.326391 0.134 -0.135 -0.087
H 1.058370 -1.021732 -2.332204 -0.006 0.034 -0.336
H -2.308012 -0.626745 -0.906931 -0.257 -0.192 0.195
H -1.513750 -2.017975 -0.145340 0.048 -0.105 0.021
H -1.701151 -0.502938 0.739689 0.185 0.012 0.111
H -1.103373 1.425959 0.931678 -0.042 0.393 0.408
H 0.526847 2.257452 0.840111 -0.397 0.405 0.326
H 0.197480 0.715826 3.011363 -0.350 0.044 -0.171
H 0.332324 -0.601146 1.829476 -0.057 -0.040 0.119
H 2.631351 0.603612 0.888185 0.089 0.004 0.035

=====

3.
19
Properties=species:S:1:pos:R:3:forces:R:3 method="wB97M-V/def2-TZVPD" charge=0 orbital_gap_ha=0.372 smiles="CCC(=O)NCCS" e_tot_ha=-725.2890 e_above_lowest_kj_mol=94.2
C 0.813575 -0.131078 -2.780647 -0.186 -2.175 0.363
C 1.054866 -0.142153 -1.250233 1.055 0.332 -2.006
C 0.125426 -1.021043 -0.521536 -0.819 -1.700 1.599
O -0.567917 -1.898030 -1.003740 0.308 0.451 -0.573
N 0.214769 -0.986974 0.877121 -0.323 1.037 -0.058
C 0.195541 0.308800 1.580976 -0.643 -1.175 0.333
C -1.115045 1.076945 1.506310 -0.170 0.783 -1.019
S -2.603907 0.316887 2.217815 0.786 0.034 0.659
H 0.570050 -1.202223 -3.077477 -0.833 1.412 0.472
H 0.092582 0.624573 -3.047408 -0.398 -0.185 -0.431
H 1.685017 -0.079644 -3.406915 0.851 1.045 0.206
H 1.076620 0.860797 -0.834486 0.100 0.059 0.003
H 2.049276 -0.592348 -1.135840 -0.092 0.180 0.499
H -0.454877 -1.641859 1.265261 0.000 0.019 -0.071
H 1.000912 0.917536 1.194449 0.229 0.195 0.279
H 0.308661 0.086369 2.644627 0.676 0.084 -0.057
H -1.433086 1.194355 0.468610 0.162 -0.025 -0.231
H -0.910629 2.111875 1.828133 -0.407 -0.396 0.360
H -2.101831 0.197213 3.474985 -0.296 0.024 -0.328

=====

4.
19
Properties=species:S:1:pos:R:3:forces:R:3 method="wB97M-V/def2-TZVPD" charge=0 orbital_gap_ha=0.374 smiles="C[C@@H](CCS)NC=O" e_tot_ha=-725.2499 e_above_lowest_kj_mol=196.8
C -1.921947 0.615627 -0.915708 -2.042 2.203 2.565
C -0.606591 0.394920 -0.210370 1.073 0.778 1.518
C -0.204803 -1.112617 0.044509 -2.259 1.361 1.815
C 1.037167 -1.253171 0.978261 0.091 0.278 -1.295
S 0.955959 -1.106004 2.836514 0.260 0.584 -1.329
N 0.439236 0.906163 -1.090204 0.700 0.947 0.898
C 1.390229 1.778988 -0.554022 1.458 -1.428 -2.048
O 2.596423 1.636293 -0.762615 -1.735 0.730 0.508
H -2.737233 1.099223 -0.250307 1.387 -0.729 -0.460
H -1.974729 1.297197 -1.756201 0.749 -0.381 -0.394
H -2.324122 -0.316326 -1.072772 -1.200 -2.167 -1.251
H -0.541723 0.912040 0.839868 -0.149 -0.637 -2.004
H -1.195484 -1.581905 0.365396 1.628 -0.056 -0.111
H 0.067967 -1.455759 -0.926300 0.105 -0.880 -0.703
H 1.753309 -0.514321 0.535462 -0.495 0.084 1.218
H 1.587044 -2.125096 0.644867 -0.246 -0.785 0.615
H 0.031807 -2.017154 3.129762 -0.187 -0.288 -0.319
H 0.720995 0.184811 -1.752276 0.676 0.582 0.283
H 0.926496 2.657091 -0.083866 0.187 -0.196 0.494